1.
# C35H43ClNdP2Si2

A structure of composition C35H43ClNdP2Si2 in a non-equilibrium geometry (wB97M-V/def2-TZVPD, the OMol25 dataset).

ORCA input file:
```
! RIJCOSX wB97M-V def2-TZVPD def2/J DEFGRID3
* xyz 1 4
C -1.238 -0.492 0.933
C -1.755 -0.125 -0.345
C -1.648 -1.258 -1.188
H -2.238 0.831 -0.598
C -1.077 -2.330 -0.443
C -0.821 -1.858 0.868
H -0.482 -2.434 1.744
H -1.292 0.105 1.859
H -2.007 -1.334 -2.226
H -0.938 -3.351 -0.835
Nd 0.681 -0.537 -0.706
Si 1.330 0.523 -4.308
C 0.189 2.018 -4.246
C 0.702 3.248 -4.741
H 1.763 3.342 -5.027
C -0.154 4.328 -4.949
H 0.244 5.215 -5.435
C -1.482 4.270 -4.497
H -2.133 5.146 -4.614
C -1.938 3.124 -3.834
H -2.947 3.109 -3.416
C -1.103 2.009 -3.697
H -1.464 1.134 -3.140
C 0.274 -1.060 -4.228
C -0.946 -1.096 -4.930
H -1.349 -0.192 -5.392
C -1.583 -2.327 -5.174
H -2.440 -2.336 -5.840
C -1.103 -3.505 -4.616
H -1.577 -4.451 -4.849
C 0.007 -3.432 -3.773
H 0.396 -4.338 -3.301
C 0.696 -2.240 -3.579
H 1.666 -2.260 -3.023
H 1.607 0.592 -2.806
Si 1.892 0.263 -6.420
C 1.447 -1.330 -7.333
C 0.807 -1.333 -8.598
H 0.683 -0.390 -9.157
C 0.366 -2.533 -9.146
H -0.135 -2.526 -10.108
C 0.595 -3.747 -8.492
H 0.257 -4.690 -8.933
C 1.337 -3.753 -7.308
H 1.564 -4.695 -6.802
C 1.837 -2.566 -6.771
H 2.532 -2.605 -5.920
C 1.182 1.662 -7.489
C -0.230 1.671 -7.495
H -0.798 0.920 -6.920
C -0.904 2.672 -8.174
H -1.985 2.704 -8.098
C -0.220 3.604 -8.944
H -0.771 4.363 -9.504
C 1.174 3.531 -9.016
H 1.714 4.247 -9.646
C 1.892 2.569 -8.292
H 2.982 2.540 -8.356
H 3.331 0.452 -6.841
Cl 3.686 0.624 -4.443
C 1.933 3.307 -0.869
P 0.746 2.310 0.123
C -0.788 3.288 -0.087
C 1.239 2.866 1.846
C 1.238 1.744 2.885
P 1.704 0.107 2.131
C 3.534 0.197 2.258
C 1.397 -0.979 3.548
H 2.935 2.915 -0.711
H 1.896 4.358 -0.586
H 1.667 3.201 -1.938
H -1.566 2.900 0.578
H -0.593 4.348 0.174
H -1.142 3.247 -1.122
H 2.215 3.333 1.743
H 0.512 3.637 2.157
H 1.980 1.948 3.696
H 0.256 1.678 3.383
H 3.821 0.441 3.298
H 3.932 -0.797 2.007
H 3.969 0.927 1.576
H 2.130 -0.791 4.355
H 0.369 -0.795 3.963
H 1.457 -2.024 3.243
*
```

Highest occupied orbital energy (alpha / beta), Eh: -0.34749 / -0.34749
Lowest unoccupied orbital energy (alpha / beta), eV: -4.285 / -4.142

Population analysis type Mulliken, resulting atomic charges in e: -0.335 -0.709 -0.305 0.506 -0.693 -0.711 0.548 0.608 0.587 0.560 1.089 -0.463 1.097 -0.464 0.361 -0.634 0.458 -0.775 0.421 -0.717 0.430 0.111 0.268 1.512 -0.175 -0.070 -0.859 0.440 -0.859 0.490 -0.937 0.528 -0.840 0.596 -0.514 0.887 0.604 -0.311 0.318 -0.493 0.424 -0.634 0.379 -0.384 0.409 -0.552 0.371 0.385 0.024 0.219 -0.842 0.401 -0.599 0.393 -0.491 0.355 -0.688 0.407 -0.431 -0.416 -1.036 1.024 -1.243 -1.185 -0.814 0.573 -1.312 -1.343 0.371 0.484 0.072 0.378 0.478 0.122 0.432 0.416 0.508 0.451 0.420 0.410 0.349 0.430 0.346 0.386

2.
# C35H43ClP2Si2Sm

A structure of composition C35H43ClP2Si2Sm in a non-equilibrium geometry (wB97M-V/def2-TZVPD, the OMol25 dataset).

ORCA input file:
```
! RIJCOSX wB97M-V def2-TZVPD def2/J DEFGRID3
* xyz 1 6
C -1.931 -0.768 4.630
C -2.835 -0.328 3.614
C -2.802 -1.287 2.548
H -3.481 0.551 3.668
C -1.878 -2.321 2.914
C -1.340 -2.004 4.200
H -0.667 -2.625 4.786
H -1.770 -0.292 5.601
H -3.426 -1.282 1.655
H -1.667 -3.222 2.335
Sm -0.524 -0.240 2.624
Si -0.919 -0.050 -3.890
C -0.395 1.505 -4.779
C 0.945 1.742 -5.127
H 1.718 1.021 -4.857
C 1.294 2.930 -5.785
H 2.333 3.103 -6.066
C 0.324 3.889 -6.095
H 0.595 4.798 -6.640
C -1.001 3.667 -5.705
H -1.762 4.410 -5.927
C -1.358 2.493 -5.034
H -2.379 2.346 -4.677
C -0.139 -1.526 -4.716
C -0.486 -1.720 -6.064
H -1.174 -1.026 -6.556
C 0.063 -2.782 -6.789
H -0.226 -2.926 -7.829
C 0.983 -3.650 -6.196
H 1.406 -4.481 -6.762
C 1.364 -3.434 -4.867
H 2.092 -4.098 -4.399
C 0.827 -2.370 -4.135
H 1.179 -2.178 -3.115
H -2.396 -0.148 -3.827
Si 0.050 0.092 -1.778
C -0.741 -1.432 -1.016
C -2.118 -1.642 -1.227
H -2.750 -0.829 -1.595
C -2.673 -2.910 -1.048
H -3.732 -3.057 -1.263
C -1.864 -3.965 -0.624
H -2.290 -4.963 -0.540
C -0.523 -3.741 -0.304
H 0.096 -4.560 0.069
C 0.038 -2.472 -0.474
H 1.084 -2.275 -0.218
C -0.878 1.577 -1.108
C -2.067 1.469 -0.363
H -2.360 0.520 0.106
C -2.947 2.554 -0.290
H -3.906 2.427 0.224
C -2.600 3.776 -0.875
H -3.304 4.608 -0.852
C -1.339 3.939 -1.465
H -1.042 4.905 -1.879
C -0.462 2.854 -1.534
H 0.535 2.978 -1.969
H 1.476 0.074 -1.435
Cl 1.464 0.563 1.133
C 2.858 -2.113 3.059
P 1.960 -0.960 4.165
C 2.050 -1.843 5.757
C 3.168 0.409 4.489
C 2.949 1.725 3.734
P 1.537 2.877 4.162
C 2.144 3.385 5.831
C 0.107 1.771 4.638
H 2.324 -3.073 3.049
H 3.879 -2.262 3.438
H 2.888 -1.710 2.039
H 1.587 -1.233 6.542
H 1.504 -2.790 5.670
H 3.098 -2.042 6.013
H 3.233 0.564 5.580
H 4.139 -0.008 4.176
H 3.847 2.348 3.839
H 2.810 1.532 2.656
H 1.301 3.732 6.441
H 2.674 2.569 6.341
H 2.834 4.223 5.673
H -0.730 1.921 3.911
H 0.398 0.697 4.768
H -0.275 2.098 5.619
*
```

Highest occupied orbital energy (alpha / beta), Eh: -0.38149 / -0.38148
Lowest unoccupied orbital energy (alpha / beta), eV: -3.890 / -3.081

Population analysis type Mulliken, resulting atomic charges in e: -0.550 -0.857 -0.388 0.514 -0.492 -0.513 0.705 0.571 0.648 0.598 0.589 0.626 0.184 -0.115 0.398 -0.660 0.383 -0.448 0.389 -0.608 0.396 -0.318 0.338 0.674 -0.583 0.305 -0.588 0.386 -0.493 0.373 -0.718 0.379 0.031 0.133 -0.236 -0.879 1.092 -0.505 0.472 -0.986 0.477 -0.577 0.387 -0.827 0.459 -0.081 0.447 1.447 0.015 0.317 -0.873 0.448 -0.710 0.419 -0.528 0.477 -0.885 0.384 -0.122 -0.664 -1.322 1.207 -1.475 -1.122 -0.635 0.120 -1.151 -0.271 0.377 0.481 0.313 0.395 0.415 0.430 0.365 0.526 0.515 0.244 0.349 0.313 0.347 0.231 -0.462 0.556